# 1
Molecular formula: C4H3NO4S3
Method: DFT, wB97M-V/def2-TZVPD

Calculated values
- molecular weight (g mol⁻¹) = 225.3
- orbital gap (eV) = 8.3341
- net charge = 0
- LUMO level (eV) = -0.95

The geometry in XYZ format:
```
15
Properties=species:S:1:pos:R:3:forces:R:3
C -1.860 0.550 0.075 -1.8887 0.2540 -0.3333
C -1.185 -0.641 0.389 1.4497 1.0886 -1.3172
C -1.581 0.957 -1.188 3.1276 -3.6838 1.4863
C -0.199 -0.946 -0.533 -1.5407 0.9644 -1.6367
N 2.445 1.786 0.352 3.1992 1.3752 1.4565
O 1.056 1.464 -0.196 -2.3237 -0.0613 -0.9643
O 1.131 0.075 1.961 0.4350 0.2324 -0.3404
O 1.029 -2.709 0.791 -0.1682 -0.4049 -0.8951
O 2.330 -0.726 -0.023 -0.3534 0.4742 -0.3460
S -0.311 0.091 -1.908 -0.6492 -0.6239 -0.5752
S 1.755 0.501 0.753 0.4164 -0.4427 0.8442
S 1.142 -1.989 -0.476 0.3554 -0.9721 1.8623
H -2.680 1.142 0.523 0.6761 -1.0895 0.5806
H -1.144 -1.243 1.209 -0.6028 -1.1173 2.6280
H -1.927 1.689 -1.729 -2.1326 4.0068 -2.4496
```
Positions in Å, forces in eV/Å.

---

# 2
Molecular formula: C2HO2S2
Method: DFT, wB97M-V/def2-TZVPD

Calculated values
- molecular weight (g mol⁻¹) = 121.2
- orbital gap (eV) = 6.3754
- net charge = -1
- LUMO level (eV) = 3.54

The geometry in XYZ format:
```
7
Properties=species:S:1:pos:R:3:forces:R:3
C 0.650 0.181 3.449 -0.7899 0.4540 -1.2422
C 0.820 0.348 1.172 -0.2736 0.5343 -1.0201
O -0.495 -0.012 3.611 -0.4460 -0.3832 0.5084
O 1.766 0.438 3.620 1.3795 -0.0028 1.0931
S 1.944 1.284 0.414 0.4138 -0.1626 0.3043
S -0.383 -0.373 0.151 0.6289 -0.9060 -1.5662
H 0.245 -0.433 -1.197 -0.9127 0.4662 1.9227
```
Positions in Å, forces in eV/Å.

---

# 3
Molecular formula: C3H10N2OP
Method: DFT, wB97M-V/def2-TZVPD

Calculated values
- molecular weight (g mol⁻¹) = 121.1
- orbital gap (eV) = 9.5407
- net charge = +1
- LUMO level (eV) = -4.28

The geometry in XYZ format:
```
17
Properties=species:S:1:pos:R:3:forces:R:3
C -0.829 -0.669 1.540 -1.7885 -2.9443 -1.8001
C -1.315 0.151 2.662 1.7604 -2.3406 1.5171
C -0.290 -0.179 0.202 0.3281 0.2729 0.4770
N -1.141 -1.942 1.537 1.5016 1.3227 -1.8582
N 0.746 1.083 -2.394 -1.1202 2.0615 0.7251
O -0.939 0.354 -0.705 -0.1406 -0.4036 1.5671
P 1.546 -0.498 -0.065 0.0103 -0.8979 0.4355
H -0.628 0.966 2.864 0.0183 -0.0125 0.7121
H -2.225 0.538 2.367 -2.0797 0.9920 -0.4558
H -1.495 -0.690 3.464 0.4568 2.2423 -1.0002
H -0.870 -2.414 0.599 -0.4550 0.7948 1.8183
H 0.542 2.061 -2.566 0.2509 0.4241 -0.3169
H 0.522 0.593 -3.214 -0.2049 -1.1020 -1.4509
H 1.692 0.991 -2.115 1.1829 -0.2330 0.1819
H 0.023 0.851 -1.593 -0.0003 -0.6083 -0.5164
H 1.235 -1.690 -0.819 0.2794 0.4202 0.3775
H 1.755 -1.121 1.196 0.0004 0.0117 -0.4131
```
Positions in Å, forces in eV/Å.

---

# 4
Molecular formula: C30H39CrN5O
Method: DFT, wB97M-V/def2-TZVPD

Calculated values
- 2S+1 = 4
- molecular weight (g mol⁻¹) = 537.7
- expectation value of S² = 3.851
- orbital gap (spin up / spin down) (eV) = 3.9409 / 5.3438
- net charge = -1
- LUMO level (spin up / spin down) (eV) = 2.72 / 2.72

The geometry in XYZ format:
```
76
Properties=species:S:1:pos:R:3:forces:R:3
Cr -0.217 -0.218 0.058 0.3357 1.9220 -0.5212
N -2.958 2.880 -1.390 -0.5974 1.0452 -0.8023
N 0.757 1.814 -1.326 1.3733 -0.2214 0.6141
C 0.545 -2.207 0.409 -1.3810 -0.3525 0.0144
C -0.116 -2.114 -0.867 -0.6581 -0.4951 0.8634
C -1.496 -1.775 -0.621 0.6224 -0.9036 1.2320
C -2.596 -1.740 -1.621 -0.3950 0.4262 -0.2147
H -2.211 -1.763 -2.646 -0.0588 -0.0078 0.1398
H -3.202 -0.831 -1.492 0.2253 -0.2634 -0.1439
H -3.277 -2.596 -1.487 0.2063 0.0349 -0.0400
C -1.665 -1.596 0.802 0.7039 -1.0613 -0.6229
C -2.973 -1.400 1.474 -0.4848 0.5397 0.0093
H -3.579 -2.318 1.453 0.1508 0.0293 0.0803
H -3.546 -0.621 0.948 0.1667 -0.2807 0.3150
H -2.846 -1.089 2.515 -0.0467 -0.0640 -0.0583
C -0.393 -1.832 1.435 -0.3757 -1.0640 -0.8927
C -0.153 -1.924 2.903 0.0488 0.1340 0.2671
H -0.787 -1.212 3.445 0.1604 -0.0999 -0.0180
H 0.894 -1.699 3.142 -0.1760 -0.0002 0.0585
H -0.372 -2.930 3.292 0.0195 0.1141 -0.0508
C 0.461 -2.529 -2.179 0.1175 0.0778 -0.2458
H 0.169 -3.560 -2.434 0.0728 0.1415 0.0067
H 1.557 -2.488 -2.152 -0.1879 -0.0006 -0.0444
H 0.119 -1.873 -2.990 0.0983 -0.1338 0.1339
C 1.866 -2.858 0.623 0.5867 0.3139 -0.0473
H 2.244 -2.663 1.633 0.0340 -0.0467 -0.1726
H 2.605 -2.472 -0.091 0.0465 -0.1605 0.1952
H 1.810 -3.950 0.488 -0.0932 0.2473 0.0396
C -3.553 4.019 -1.071 0.5390 -0.0291 0.5283
H -4.397 4.341 -1.706 0.3753 -0.1605 0.2638
C -3.142 4.821 0.011 -0.8597 0.4140 -0.4105
H -3.672 5.758 0.189 0.2375 -0.1673 0.0698
C -2.085 4.384 0.821 0.4377 -0.7874 -0.1270
H -1.706 5.004 1.631 -0.1456 -0.1045 -0.0039
C -1.502 3.159 0.538 -0.1461 0.6365 -0.0157
H -0.659 2.746 1.101 -0.3133 0.2713 -0.0862
C -1.921 2.446 -0.628 0.6950 -1.5227 0.1633
C -1.266 1.234 -1.006 -1.3053 0.2363 0.5832
H -1.492 0.947 -2.042 -0.1629 0.1343 0.1592
C 1.348 0.955 -0.470 0.5359 0.6338 -1.2053
C 1.695 2.364 -2.135 0.9048 -0.2231 0.0717
H 1.413 3.061 -2.898 0.1168 0.2804 -0.2023
C 2.933 1.874 -1.810 -0.8016 0.0965 0.0252
H 3.891 2.075 -2.241 0.2479 0.0851 0.1216
N 2.722 0.972 -0.769 -0.5449 0.4457 -0.2976
C 3.699 0.093 -0.248 0.2859 -0.4613 0.2579
C 4.508 -0.659 -1.123 -0.0783 -0.1225 0.5812
C 5.458 -1.539 -0.577 -0.3666 0.4190 0.1141
H 6.087 -2.123 -1.251 -0.1709 0.0985 0.1442
C 5.601 -1.686 0.803 -0.2270 0.3129 -0.0964
C 6.642 -2.600 1.369 0.2321 -0.1591 0.1274
H 6.310 -3.027 2.318 0.0464 -0.0269 -0.0745
H 7.579 -2.067 1.561 -0.0629 -0.0340 -0.0205
H 6.864 -3.415 0.677 0.0009 -0.0036 0.0676
C 4.773 -0.953 1.657 -0.3389 0.3042 -0.5701
H 4.873 -1.063 2.737 -0.0559 -0.0088 -0.2067
C 3.806 -0.071 1.147 0.3452 -0.1652 -0.4432
C 2.877 0.681 2.043 -0.2925 0.0270 0.6749
H 2.836 1.750 1.788 -0.0536 -0.3263 0.0001
H 3.210 0.582 3.082 -0.0108 0.0544 -0.0557
H 1.844 0.286 1.978 0.5573 0.2460 -0.0153
C 4.290 -0.610 -2.606 0.1999 -0.1988 -0.5671
H 4.549 0.365 -3.040 -0.1449 -0.4245 0.0811
H 3.246 -0.843 -2.881 0.3214 0.2699 0.2017
H 4.927 -1.360 -3.087 -0.0749 0.0709 0.0469
C -5.518 1.845 1.871 0.0533 -0.0066 0.3199
N -6.087 1.604 0.565 -0.4556 0.0644 -0.2054
C -5.394 1.074 -0.485 1.7270 -0.2319 -0.0144
N -6.108 1.064 -1.663 -0.2104 -0.0606 -0.2081
O -4.223 0.688 -0.428 -2.0991 0.3127 0.2216
H -4.423 1.756 1.847 -0.3727 0.0403 -0.2349
H -5.913 1.128 2.604 0.1458 0.0970 -0.0702
H -5.786 2.854 2.203 0.1676 -0.1310 -0.0534
H -6.995 1.999 0.344 0.4742 -0.0474 0.2694
H -5.664 0.577 -2.427 -0.1262 0.1022 0.1776
H -7.117 1.076 -1.619 0.2589 -0.1204 -0.1818
```
Positions in Å, forces in eV/Å.